Molecular formula: C43H27N13Os
Method: DFT, ωB97M-V/def2-TZVPD

CARTESIAN COORDINATES (ANGSTROEM)
1 Os 1.463 0.194 -0.474
2 C 3.249 -5.942 1.161
3 C 2.855 -6.246 -0.129
4 C 2.386 -5.250 -1.000
5 C 2.336 -3.968 -0.512
6 C 1.903 -2.703 -1.124
7 N 2.080 -1.700 -0.213
8 C 2.570 -2.204 0.948
9 N 2.871 -1.536 2.053
10 C 2.769 -0.228 2.199
11 C 3.229 0.512 3.385
12 C 3.816 0.092 4.552
13 C 4.155 1.080 5.489
14 C 3.910 2.419 5.239
15 C 3.318 2.839 4.038
16 C 2.987 1.865 3.130
17 C 2.369 1.936 1.794
18 N 1.992 3.063 1.208
19 C 1.428 3.154 0.013
20 N 1.133 2.135 -0.842
21 C 0.550 2.625 -1.978
22 N 0.174 1.944 -3.047
23 C 0.341 0.640 -3.220
24 N 0.868 -0.248 -2.335
25 C 0.928 -1.492 -2.896
26 N 1.384 -2.605 -2.339
27 C 0.385 -1.412 -4.261
28 C 0.229 -2.362 -5.238
29 C -0.331 -1.940 -6.456
30 C -0.709 -0.625 -6.652
31 C -0.543 0.340 -5.643
32 C 0.009 -0.081 -4.462
33 C 0.424 4.085 -1.838
34 C -0.098 5.040 -2.675
35 C -0.042 6.372 -2.238
36 C 0.518 6.703 -1.016
37 C 1.046 5.718 -0.166
38 C 0.983 4.418 -0.601
39 N 2.256 0.671 1.304
40 C 2.739 -3.660 0.791
41 C 3.199 -4.625 1.649
42 H 3.602 -6.734 1.808
43 H 2.911 -7.270 -0.474
44 H 2.078 -5.480 -2.011
45 H 4.010 -0.956 4.740
46 H 4.620 0.791 6.422
47 H 4.184 3.155 5.982
48 H 3.135 3.886 3.834
49 H 0.527 -3.390 -5.078
50 H -0.464 -2.656 -7.256
51 H -1.139 -0.332 -7.601
52 H -0.838 1.370 -5.792
53 H -0.535 4.774 -3.628
54 H -0.441 7.155 -2.867
55 H 0.555 7.740 -0.712
56 H 1.485 5.972 0.790
57 H 3.507 -4.384 2.657
58 C -1.171 1.820 1.427
59 C -1.097 0.346 1.241
60 N -0.381 -0.313 0.317
61 C -0.736 -1.657 0.447
62 C -1.621 -1.796 1.448
63 N -1.832 -0.530 1.950
64 C -2.855 -0.259 2.969
65 N -4.114 -0.803 2.579
66 N -4.599 -1.883 3.278
67 N -5.592 -2.370 2.657
68 C -5.783 -1.648 1.487
69 C -6.715 -1.825 0.462
70 C -6.626 -0.975 -0.617
71 C -5.642 0.033 -0.679
72 C -4.723 0.222 0.331
73 C -4.820 -0.650 1.419
74 H -1.074 2.313 0.463
75 H -0.393 2.190 2.092
76 H -2.126 2.115 1.854
77 H -0.403 -2.412 -0.240
78 H -2.140 -2.658 1.835
79 H -2.912 0.811 3.145
80 H -2.574 -0.759 3.893
81 H -7.469 -2.597 0.527
82 H -7.326 -1.074 -1.434
83 H -5.615 0.681 -1.545
84 H -3.988 1.016 0.280

The energy above the lowest of the compared OMol25 structures with the same formula, charge and spin is 0.0 kcal/mol. The molecular weight is 916.01 g/mol. Its spin multiplicity is 1. As for the net charge: +2. The energy comes out at -2456.92822 a.u.

Molecular formula: C43H30BrCl3IN8O3S2Tl
Method: DFT, ωB97M-V/def2-TZVPD

CARTESIAN COORDINATES (ANGSTROEM)
1 Tl 0.081 -0.006 -0.081
2 O -3.553 -2.250 5.770
3 C -4.220 -1.645 4.897
4 O -5.343 -1.124 4.971
5 C -3.507 -1.538 3.521
6 C -3.721 -0.460 2.679
7 C -3.010 -0.376 1.485
8 N -2.121 -1.304 1.131
9 C -1.928 -2.365 1.917
10 C -2.610 -2.520 3.121
11 C -0.987 -3.399 1.414
12 C -0.295 -4.254 2.272
13 C 0.520 -5.231 1.724
14 C 0.615 -5.341 0.346
15 C -0.086 -4.424 -0.429
16 N -0.860 -3.484 0.087
17 C -3.239 0.683 0.464
18 C -4.007 1.822 0.695
19 C -4.256 2.683 -0.361
20 C -3.764 2.377 -1.621
21 C -2.958 1.254 -1.747
22 N -2.692 0.445 -0.732
23 H -4.452 0.282 2.972
24 H -2.466 -3.384 3.757
25 H -0.379 -4.143 3.345
26 H 1.078 -5.904 2.364
27 H 1.226 -6.106 -0.117
28 H -0.027 -4.438 -1.513
29 H -4.384 2.047 1.684
30 H -4.831 3.588 -0.202
31 H -3.968 3.013 -2.473
32 H -2.497 0.983 -2.692
33 Cl -1.942 7.432 0.047
34 C -1.602 5.769 0.483
35 C -1.756 5.383 1.792
36 C -1.493 4.072 2.158
37 I -1.720 3.460 4.162
38 C -1.054 3.059 1.271
39 O -0.846 1.873 1.634
40 C -0.861 3.520 -0.107
41 N -0.399 2.611 -0.987
42 C -0.259 2.937 -2.248
43 C -0.567 4.216 -2.739
44 C -1.006 5.173 -1.866
45 C -1.164 4.855 -0.499
46 H -2.083 6.104 2.529
47 H 0.093 2.156 -2.913
48 H -0.456 4.428 -3.795
49 H -1.243 6.174 -2.202
50 Cl 2.697 0.686 -2.566
51 C 2.128 0.619 -4.202
52 C 2.936 1.203 -5.158
53 C 2.561 1.203 -6.491
54 C 1.375 0.578 -6.846
55 C 0.583 -0.009 -5.880
56 Cl -0.867 -0.797 -6.423
57 C 0.887 -0.009 -4.488
58 S -0.175 -0.707 -3.335
59 H 3.869 1.656 -4.847
60 H 3.189 1.667 -7.240
61 H 1.061 0.530 -7.881
62 Br 3.257 -2.851 -3.594
63 C 3.562 -2.806 -1.719
64 C 4.833 -3.111 -1.247
65 C 5.017 -3.101 0.126
66 C 3.940 -2.791 0.944
67 C 2.723 -2.481 0.355
68 N 2.538 -2.503 -0.962
69 H 5.628 -3.346 -1.939
70 H 5.985 -3.340 0.548
71 H 4.039 -2.777 2.021
72 H 1.864 -2.203 0.957
73 S 3.861 3.274 2.130
74 C 4.714 1.934 1.469
75 C 3.849 1.108 0.826
76 N 2.544 1.512 0.840
77 C 2.391 2.615 1.478
78 H 5.782 1.850 1.585
79 H 4.113 0.185 0.328
80 H 1.447 3.115 1.634
81 C -0.233 -1.308 6.020
82 N 0.534 -1.039 4.820
83 C 1.875 -1.283 4.682
84 C 2.205 -0.875 3.421
85 N 1.095 -0.390 2.783
86 C 0.118 -0.489 3.654
87 H 0.201 -2.167 6.530
88 H -1.278 -1.541 5.798
89 H -0.205 -0.447 6.692
90 H 2.461 -1.715 5.476
91 H 3.169 -0.881 2.939
92 H -0.887 -0.136 3.486

The molecular weight is 1288.45 g/mol. Its spin multiplicity is 1. As for the net charge: -2. The energy comes out at -7541.72524 a.u.

Molecular formula: C43H31Cl2F13N2O9STa
Method: DFT, ωB97M-V/def2-TZVPD

CARTESIAN COORDINATES (ANGSTROEM)
1 Ta 0.202 -0.076 -0.592
2 C -1.888 -6.586 -0.123
3 C -1.716 -5.105 0.084
4 C -1.430 -4.567 1.329
5 C -1.294 -3.201 1.491
6 C -1.440 -2.310 0.431
7 N -1.334 -0.904 0.628
8 C -2.165 -0.292 1.572
9 C -3.006 -1.034 2.424
10 C -3.771 -0.451 3.415
11 C -3.778 0.920 3.621
12 C -4.594 1.558 4.712
13 C -3.051 1.677 2.718
14 C -2.290 1.117 1.699
15 C -1.719 2.011 0.625
16 O -0.514 1.525 0.176
17 C -1.381 3.470 1.070
18 F -2.431 4.258 1.356
19 F -0.616 3.433 2.176
20 F -0.681 4.089 0.111
21 C -2.727 2.086 -0.586
22 F -3.376 0.937 -0.757
23 F -2.082 2.366 -1.723
24 F -3.664 3.035 -0.413
25 C -1.605 -2.860 -0.859
26 C -1.787 -4.231 -0.993
27 C -1.593 -1.986 -2.124
28 O -1.160 -0.700 -1.894
29 C -3.066 -1.854 -2.614
30 F -3.193 -0.915 -3.563
31 F -3.857 -1.503 -1.593
32 F -3.562 -3.006 -3.105
33 C -0.704 -2.576 -3.322
34 F -0.108 -3.742 -3.043
35 F 0.242 -1.717 -3.676
36 F -1.447 -2.792 -4.432
37 H -1.905 -7.115 0.830
38 H -2.819 -6.807 -0.648
39 H -1.072 -6.999 -0.719
40 H -1.304 -5.219 2.186
41 H -1.044 -2.795 2.462
42 H -3.077 -2.101 2.302
43 H -4.378 -1.093 4.044
44 H -4.527 0.988 5.640
45 H -4.251 2.572 4.918
46 H -5.652 1.618 4.441
47 H -3.106 2.754 2.800
48 H -1.978 -4.645 -1.974
49 C 6.456 -0.550 4.968
50 C 5.673 -1.786 4.541
51 C 5.553 -2.837 5.637
52 C 4.690 -2.322 6.780
53 C 3.355 -1.867 6.256
54 C 2.226 -1.900 7.049
55 C 1.006 -1.475 6.542
56 F -0.072 -1.532 7.356
57 C 0.869 -1.013 5.263
58 C 1.997 -0.982 4.441
59 C 1.820 -0.485 3.046
60 O 0.736 -0.048 2.698
61 C 3.023 -0.584 2.230
62 C 4.178 -1.023 2.791
63 N 4.334 -1.406 4.072
64 C 3.232 -1.414 4.930
65 C 3.083 -0.312 0.773
66 O 4.076 -0.414 0.098
67 O 1.911 0.067 0.280
68 H 7.445 -0.830 5.337
69 H 5.933 -0.005 5.755
70 H 6.585 0.129 4.125
71 H 6.171 -2.240 3.682
72 H 6.552 -3.097 5.988
73 H 5.101 -3.738 5.214
74 H 5.196 -1.489 7.278
75 H 4.546 -3.094 7.536
76 H 2.280 -2.260 8.069
77 H -0.079 -0.675 4.864
78 H 5.063 -1.091 2.169
79 O 1.593 -2.846 0.929
80 C 1.578 -2.844 -0.283
81 O 0.997 -1.958 -1.041
82 H 2.098 -3.626 -0.860
83 Cl 4.005 5.124 2.214
84 C 2.417 4.632 1.551
85 Cl 2.386 2.970 1.008
86 H 2.205 5.282 0.712
87 H 1.687 4.760 2.341
88 O -2.306 2.917 -7.761
89 C -1.185 3.494 -7.257
90 O -0.714 4.443 -7.825
91 C -0.610 2.887 -6.025
92 C -1.248 1.903 -5.272
93 C -0.653 1.358 -4.149
94 C 0.607 1.789 -3.736
95 S 1.509 1.151 -2.354
96 C 1.242 2.785 -4.488
97 C 0.646 3.325 -5.610
98 H -2.535 2.144 -7.232
99 H -2.243 1.543 -5.517
100 H -1.173 0.602 -3.587
101 H 2.219 3.131 -4.177
102 H 1.142 4.094 -6.185

The energy above the lowest of the compared OMol25 structures with the same formula, charge and spin is 17.1 kcal/mol. The molecular weight is 1250.62 g/mol. Its spin multiplicity is 1. As for the net charge: -1. The energy comes out at -5118.19062 a.u.